[1]
Density functional theory data (the ωB97M-V functional and the def2-TZVPD basis) for a structure of composition C31H31N5OS4Tc at a distorted geometry.

XYZ file:
```
73
Properties=species:S:1:pos:R:3:forces:R:3:lowdin_spin:R:1
Tc 0.343573 -0.313068 -0.348398 -1.3 0.7 -0.4 1.518
S 1.430851 2.672758 1.737408 0.1 0.0 0.2 0.666
C 2.280952 1.482671 2.635264 -0.2 0.0 -0.2 0.058
C 3.524314 1.774990 3.216599 0.0 -0.2 0.1 0.080
C 4.169011 0.834264 3.995759 0.1 0.0 0.1 -0.011
C 3.600095 -0.416288 4.193238 0.1 0.0 0.0 0.093
C 2.374014 -0.737703 3.620653 -0.3 -0.1 -0.1 -0.002
C 1.715171 0.195205 2.839950 0.1 0.1 0.2 0.083
S 0.105130 -0.000166 2.084166 0.0 -0.3 -0.4 0.015
C -0.486668 -1.700714 2.439271 0.2 0.4 0.2 -0.003
C -1.165619 -2.318907 1.239090 -0.1 0.0 0.1 0.010
C -1.771438 -3.554712 1.399922 -0.1 0.0 0.0 -0.002
C -2.408988 -4.149025 0.324656 0.0 0.1 0.0 0.012
C -2.445961 -3.470762 -0.884009 0.0 0.0 0.1 -0.002
C -1.836694 -2.232596 -0.981076 -0.1 -0.1 -0.2 0.009
C -1.934742 -1.450045 -2.255374 0.2 0.0 -0.1 0.009
S -0.396819 -0.515165 -2.684883 -0.3 0.1 0.7 0.018
C -1.144973 1.054886 -3.070825 0.2 0.0 -0.1 0.018
C -1.494965 1.328099 -4.385163 0.0 0.0 -0.1 -0.001
C -2.155407 2.509447 -4.680743 0.0 0.0 0.0 0.023
C -2.435568 3.417004 -3.666445 0.0 0.0 0.0 -0.004
C -2.070469 3.145929 -2.358957 0.1 0.0 0.0 0.021
C -1.417850 1.953595 -2.044126 0.0 -0.1 -0.1 0.014
S -0.988017 1.631639 -0.380383 0.5 -0.6 0.2 0.193
N -1.178010 -1.675367 0.055073 -0.3 -0.7 0.2 -0.002
H 3.949587 2.758830 3.071846 0.0 0.0 -0.1 0.002
H 5.109378 1.079952 4.470184 0.0 0.0 0.0 -0.002
H 4.104749 -1.143925 4.814039 0.0 0.0 0.0 0.005
H 1.940712 -1.709065 3.824796 0.0 0.0 0.0 -0.001
H -1.214681 -1.616529 3.247302 0.1 -0.1 0.0 0.000
H 0.331126 -2.330194 2.787482 -0.1 0.0 -0.1 0.000
H -1.742256 -4.037287 2.367190 0.0 0.0 0.0 0.000
H -2.876873 -5.118599 0.424289 0.0 0.0 0.0 0.001
H -2.939276 -3.893046 -1.747602 0.0 0.0 0.0 0.000
H -2.727735 -0.706175 -2.167787 0.0 0.0 0.0 0.001
H -2.163295 -2.106741 -3.092055 -0.1 0.0 0.0 -0.001
H -1.247831 0.624943 -5.170191 0.0 0.0 0.0 0.000
H -2.448233 2.721015 -5.699224 0.0 0.0 0.0 0.001
H -2.936802 4.346482 -3.898331 0.0 0.0 0.0 -0.001
H -2.272023 3.858528 -1.570268 0.0 0.0 0.0 0.000
N 2.111884 0.498061 -0.680742 1.5 0.5 -0.2 0.036
C 3.267813 0.584185 -0.814378 -0.2 0.1 -0.1 0.073
N 4.550604 0.549806 -0.920414 -0.2 -0.2 0.0 0.042
C 5.411313 1.630320 -1.419335 0.2 0.4 0.0 0.005
C 6.538466 1.899252 -0.424793 0.0 -0.2 -0.1 0.001
C 7.280165 0.611690 -0.060602 -0.2 0.1 0.2 0.000
C 6.293010 -0.419374 0.487682 0.1 0.0 -0.2 0.002
C 5.239388 -0.708574 -0.572054 0.2 -0.2 0.2 0.005
H 4.808494 2.521716 -1.583129 -0.1 -0.1 0.0 0.000
H 5.829906 1.310172 -2.377535 -0.1 0.0 0.0 0.001
H 6.121690 2.346041 0.481376 0.0 0.1 0.0 0.000
H 7.225060 2.619614 -0.868673 0.0 0.1 0.0 0.000
H 8.043868 0.828474 0.685376 0.1 0.0 -0.1 0.000
H 7.783937 0.202284 -0.940231 0.0 0.0 0.0 0.000
H 5.801503 -0.024858 1.382357 0.0 -0.1 0.0 0.000
H 6.796993 -1.348351 0.757479 0.0 0.0 0.0 0.000
H 4.501069 -1.429507 -0.229531 -0.1 0.0 0.0 0.000
H 5.711499 -1.099754 -1.477979 -0.1 0.0 0.0 0.001
N 2.384224 -7.106190 1.188194 0.1 -0.1 0.1 0.000
C 2.264279 -6.524491 -0.023179 0.0 0.0 0.1 0.000
O 2.345524 -7.120659 -1.072170 0.0 0.0 0.0 0.001
C 2.012109 -5.029177 -0.043486 0.0 0.2 -0.2 0.004
C 2.315633 -4.126924 0.969434 0.0 -0.2 -0.1 -0.001
C 2.044386 -2.784589 0.772704 0.1 0.1 0.1 0.004
N 1.475825 -2.299580 -0.337452 -0.1 0.0 0.0 0.000
C 1.251527 -3.164806 -1.338693 0.1 0.0 0.0 0.004
C 1.506662 -4.515299 -1.232816 0.0 -0.1 0.0 -0.001
H 2.566099 -8.097589 1.211708 0.0 0.0 0.0 0.000
H 2.214946 -6.643207 2.061495 0.0 0.1 0.0 0.000
H 2.777693 -4.445746 1.894502 0.0 0.0 0.0 0.000
H 2.309489 -2.053614 1.526545 -0.1 0.0 0.0 0.000
H 0.871737 -2.747777 -2.261490 -0.1 0.0 0.0 0.000
H 1.328366 -5.191336 -2.057791 0.0 0.0 0.0 0.000
```
Forces are in eV/Å.

Results
- largest force on an atom (eV/A) = 1.6
- ΔE to the lowest compared entry with this formula, charge and spin (kcal per mole) = 7.0
- multiplicity = 4
- LUMO level (alpha / beta) (Eh) = -0.2085 / -0.2642
- net charge = +2

---

[2]
Density functional theory data (the ωB97M-V functional and the def2-TZVPD basis) for a structure of composition C2H5B at a distorted geometry.

XYZ file:
```
8
Properties=species:S:1:pos:R:3:forces:R:3:nbo_charge:R:1
B 0.924248 -0.361982 0.010203 3.2 -1.3 -1.5 0.631
C -0.027554 0.791424 -0.058070 0.3 -0.7 1.3 -0.817
C -0.586151 -0.674658 -0.075604 2.2 1.8 0.6 -0.754
H 2.349245 -0.775634 0.023356 -3.7 0.9 0.2 -0.039
H -0.025561 1.347766 0.860719 -0.2 -0.1 1.0 0.246
H -0.344075 1.516388 -0.727440 -0.1 0.8 -2.0 0.257
H -1.242946 -0.919430 -0.835344 -0.5 -0.6 -2.0 0.248
H -1.047205 -0.923872 0.802181 -1.0 -0.9 2.4 0.228
```
Forces are in eV/Å.

Results
- largest force on an atom (eV/A) = 3.8
- ΔE to the lowest compared entry with this formula, charge and spin (kcal per mole) = 38.5
- LUMO level (Eh) = 0.0204
- net charge = 0